{
  "formula": "C22H36BrF3IO7PPdS",
  "method": "wB97M-V/def2-TZVPD",
  "elements": ["C", "C", "C", "C", "C", "F", "F", "F", "C", "C", "C", "C", "O", "C", "C", "O", "C", "Br", "C", "C", "C", "I", "C", "C", "O", "C", "C", "O", "C", "P", "C", "C", "O", "S", "O", "O", "H", "H", "H", "H", "H", "H", "H", "H", "H", "H", "H", "H", "H", "H", "H", "H", "H", "H", "H", "H", "H", "H", "H", "H", "H", "H", "H", "H", "H", "H", "H", "H", "H", "H", "H", "H", "Pd"],
  "xyz": [[1.635214, -2.941751, -2.626716], [1.926424, -2.118487, -1.242570], [2.058309, -0.560071, -1.614271], [1.761817, 0.574383, -0.526328], [2.945870, 1.596990, -0.778766], [4.229782, 1.025489, -0.403459], [3.188698, 1.914890, -2.193980], [3.029760, 2.827947, -0.143417], [0.230801, 1.188539, -0.423862], [-0.041392, 2.130077, 0.846430], [-0.527967, 2.054369, 2.299116], [-0.072896, 1.235400, 3.562796], [0.359152, 2.104299, 4.684736], [1.778229, 2.103066, 4.809409], [2.525810, 3.520628, 4.550944], [2.500541, 1.139668, 5.144567], [-0.108383, 2.199778, -1.670576], [0.264069, 1.746398, -3.530788], [0.542506, 3.674160, -1.646239], [-0.477702, 4.661269, -2.478218], [-0.878632, -0.042591, -0.318426], [-2.929669, 0.773123, 0.074862], [-1.124388, -0.932732, -1.610474], [-2.587313, -1.209732, -2.190692], [-3.390039, -2.174118, -1.421496], [-4.075277, -2.987847, -2.419470], [-3.801509, -4.580163, -2.422030], [-4.826732, -2.476352, -3.295580], [-0.570114, -0.905761, 1.003747], [-1.349490, -2.685503, 1.009158], [-0.412426, -3.814535, 2.205822], [-3.117664, -2.591729, 1.751291], [0.716018, -1.027003, 1.550025], [2.032359, -0.209579, 1.131315], [2.569877, 0.928256, 2.000345], [3.237492, -1.144277, 1.242721], [2.457472, -2.722217, -3.405725], [1.641317, -4.068886, -2.382452], [0.608142, -2.696799, -3.073823], [2.922010, -2.569758, -0.862921], [1.106194, -2.424181, -0.526192], [1.528821, -0.475613, -2.620111], [3.173535, -0.545291, -1.955399], [-0.827590, 2.907423, 0.455556], [0.913388, 2.793277, 0.906829], [-0.421686, 3.152823, 2.704651], [-1.693820, 2.007492, 2.360222], [0.718842, 0.435014, 3.516974], [-0.983190, 0.685276, 4.039951], [1.781036, 4.371180, 4.388432], [3.067706, 3.743159, 5.550461], [3.340671, 3.449968, 3.757151], [-1.248062, 2.427139, -1.634750], [0.683569, 4.194307, -0.658327], [1.532894, 3.767184, -2.229741], [-0.966540, 5.382151, -1.713398], [-1.340430, 4.103393, -2.970427], [0.095280, 5.277496, -3.250353], [-0.726011, -2.030036, -1.545640], [-0.558677, -0.601668, -2.567384], [-3.161478, -0.325162, -2.617257], [-2.360724, -1.829411, -3.157155], [-4.787840, -5.129228, -2.577477], [-3.331533, -4.837440, -1.398513], [-3.045943, -4.845534, -3.257929], [-1.262721, -0.462292, 1.837519], [0.341551, -3.235001, 2.852651], [0.125383, -4.625649, 1.574107], [-1.153722, -4.400619, 2.868356], [-3.930622, -2.815007, 0.980973], [-3.227838, -3.220236, 2.697582], [-3.287068, -1.489272, 2.077054], [5.036546, 1.655513, -3.073422]],
  "atomic_forces_ev_per_a": [[0.1, -0.1, 0.5], [0.5, -1.5, -1.3], [1.1, -1.8, -1.4], [-1.0, -0.7, -1.2], [4.2, 1.8, 1.9], [-3.3, 0.7, -1.2], [-2.2, -0.6, 2.6], [-1.2, -2.7, -1.6], [-1.1, -0.2, -0.3], [1.5, 3.7, -1.2], [-2.4, 1.2, 2.7], [-0.4, -1.7, 2.0], [1.7, -0.6, -1.5], [3.5, -0.5, 0.7], [-0.7, -0.2, 1.4], [-3.7, 2.9, -1.4], [-0.6, 1.7, 1.1], [-0.3, -0.8, 0.0], [-0.3, 1.6, -1.2], [-0.1, 0.4, 1.0], [0.7, -0.5, -0.5], [0.7, 0.1, 0.2], [-0.1, -1.6, -1.9], [1.1, -1.1, -2.3], [0.0, -0.3, -1.7], [-3.0, 0.2, -3.4], [0.6, 1.1, 1.1], [3.6, -1.8, 4.3], [-2.2, 1.0, 0.4], [-1.1, -0.2, 2.2], [0.3, -0.9, -0.2], [-0.4, 1.0, 0.2], [-0.2, 0.5, -0.9], [10.4, 1.7, 4.0], [-4.2, -1.9, -2.3], [-5.0, 0.9, -1.8], [-1.4, -0.4, 1.2], [0.1, 1.8, -0.5], [1.5, -0.2, 0.5], [-1.8, 1.1, -0.2], [0.9, 0.6, -0.6], [0.3, 0.6, 1.7], [-1.9, 0.4, 0.9], [1.4, -1.5, 0.4], [-1.5, -1.3, -0.2], [0.2, -1.9, -1.0], [2.0, -0.2, -0.5], [-0.8, 1.0, -0.5], [1.3, 1.0, -1.0], [1.1, -1.3, 0.0], [-0.8, -0.4, -1.7], [-1.4, -0.1, 0.9], [1.9, -0.8, 0.1], [-0.2, -1.1, -0.9], [-1.5, -0.7, 1.2], [0.8, -1.1, -1.4], [1.3, 0.7, 0.5], [-0.9, -0.9, 1.1], [-0.4, 1.8, 0.7], [-0.9, 0.1, 1.9], [0.5, -0.9, 1.1], [0.0, 1.4, 1.4], [1.4, 0.9, 0.1], [-0.8, 0.1, -1.7], [-1.4, 0.6, 1.3], [1.1, -0.7, -0.9], [-1.0, -0.8, -1.1], [-0.6, 1.4, 1.0], [1.0, 1.2, -1.1], [1.3, 0.2, 1.0], [0.4, 0.5, -1.5], [0.4, -1.6, -0.7], [1.3, -0.2, -0.5]],
  "lowdin_charge": [-0.096, -0.232, -0.161, -0.222, -0.320, 0.046, -0.105, 0.130, -0.298, -0.217, -0.194, -0.181, -0.066, -0.409, 0.006, 0.075, -0.603, 0.862, -0.311, -0.116, -0.526, 1.283, -0.239, -0.279, -0.174, -0.373, 0.018, 0.092, -0.464, 1.218, -0.205, -0.213, -0.254, 0.838, -0.249, -0.250, 0.101, 0.097, 0.066, 0.132, 0.065, 0.066, 0.140, 0.123, 0.128, 0.164, 0.077, 0.095, 0.145, 0.083, 0.105, 0.090, 0.072, 0.103, 0.089, 0.095, 0.064, 0.091, 0.094, 0.073, 0.121, 0.154, 0.107, 0.079, 0.112, 0.096, 0.090, 0.087, 0.083, 0.066, 0.076, 0.040, 0.723],
  "orbital_gap_ev": 1.744,
  "lumo_energy_ev": -11.968,
  "charge": 2,
  "e_homo_ev": -13.711,
  "de_lowest_kcal_mol": 195.8
}